C39H34ClN3PdSSi2 as an isolated structure, computed with ωB97M-V with the def2-TZVPD basis set.

Output
HOMO (spin up / spin down), eV: -5.475 / -5.303
Energy relative to the best compared isomer or geometry (same formula, charge and spin), eV: 0.796
Gap between HOMO and LUMO (spin up / spin down), Eh: 0.201 / 0.169
Multiplicity: 3
<S²>: 2.01

The geometry in XYZ format:
```
81
Properties=species:S:1:pos:R:3:forces:R:3:mulliken_charge:R:1
C -1.48727 -0.57410 0.52501 -0.772 0.205 1.540 -0.621
C -1.99935 -0.24289 -0.75964 -2.902 0.458 -0.301 -0.826
C -1.57730 -1.26131 -1.65870 -0.993 0.289 -0.703 -0.536
H -2.65312 0.60258 -1.01472 0.224 -0.623 0.286 0.382
C -0.74521 -2.15434 -0.93663 -0.443 -3.068 0.728 -0.033
C -0.67460 -1.75246 0.41942 -1.525 -1.861 1.382 -0.911
H -0.11688 -2.22076 1.23193 -0.349 0.045 -0.327 0.503
H -1.59688 0.03841 1.42699 -0.015 -0.347 -0.425 0.630
H -1.82901 -1.32293 -2.70549 -0.048 -0.086 0.275 0.436
H -0.25117 -3.02859 -1.32997 -0.143 -0.047 -0.073 0.517
Pd 0.06942 -0.30144 -0.82038 5.916 4.957 -1.417 0.587
Si 2.30640 1.93480 -4.24285 -2.421 -2.101 3.415 0.201
C 0.64035 2.84874 -4.21792 1.712 0.493 0.759 0.504
C 0.88873 4.12429 -4.68068 -1.657 0.458 -0.709 -1.021
H 1.89262 4.49964 -4.74018 0.356 0.082 -0.519 0.436
C -0.18334 4.91925 -5.05168 -1.050 0.779 0.277 -0.551
H -0.00508 5.87557 -5.52529 0.007 0.144 0.040 0.410
C -1.51079 4.54749 -4.76101 0.451 -0.049 -0.020 -0.654
H -2.35895 5.23323 -4.99557 0.818 -0.748 0.097 0.351
C -1.71676 3.34326 -4.06453 0.218 0.449 0.146 -0.373
H -2.72265 3.09636 -3.72938 0.185 -0.037 0.020 0.435
C -0.63968 2.50745 -3.74437 -0.164 0.369 -0.725 0.242
H -0.81412 1.65724 -3.09152 0.204 -0.276 -0.315 0.348
C 0.20170 -0.71844 -4.35833 -0.284 0.039 1.712 2.796
C -1.14319 -0.81330 -4.84239 0.616 -0.700 0.131 -1.803
H -1.74401 0.11048 -4.89350 0.422 -0.542 -0.739 1.018
C -1.60175 -2.09847 -5.09742 -1.199 -0.150 0.963 -1.784
H -2.57241 -2.22913 -5.58265 0.256 -0.231 0.221 0.350
C -0.90745 -3.17062 -4.54715 -0.462 -0.295 -0.449 -0.609
H -1.37712 -4.13976 -4.58632 0.131 -0.272 -0.303 0.438
C 0.31110 -3.04013 -3.88703 0.689 -1.068 0.702 -0.821
H 0.85946 -3.96726 -3.56615 -0.774 0.971 -0.063 0.317
C 0.89578 -1.79822 -3.75657 -0.279 0.038 -1.170 -0.364
H 1.93422 -1.65506 -3.40838 -0.591 -0.027 -0.252 0.452
H 1.49979 0.66005 -3.68110 1.415 0.243 -1.398 0.357
Si 0.73634 -0.31290 -5.97553 1.063 1.524 -2.575 -0.655
C 1.15166 -1.67028 -7.25048 0.360 -0.186 -0.061 0.334
C 0.59000 -1.69158 -8.54326 -0.298 0.318 0.262 -0.486
H 0.16307 -0.77342 -8.96159 -0.081 -0.387 0.251 0.330
C 0.54512 -2.86924 -9.28180 0.034 -0.265 -0.196 -0.533
H 0.06320 -2.90183 -10.26457 0.128 0.133 0.410 0.385
C 1.08129 -4.04295 -8.75336 0.056 -0.185 0.255 -0.502
H 0.89791 -5.01214 -9.22698 0.216 0.425 -0.022 0.361
C 1.84104 -3.98384 -7.58132 -0.127 -0.012 -0.330 -0.457
H 2.31067 -4.88017 -7.17841 0.028 0.213 -0.193 0.383
C 1.93768 -2.78222 -6.89524 -0.451 0.204 0.520 -0.266
H 2.57708 -2.70231 -6.01703 -0.281 -0.210 0.036 0.413
C -0.00134 1.09200 -6.99262 -0.110 -0.262 0.401 1.128
C -1.30505 1.50588 -7.34255 0.583 -0.137 0.383 -0.249
H -2.18831 0.94059 -6.98644 0.626 0.434 -0.386 0.367
C -1.45008 2.68287 -8.07634 -0.437 -0.043 -0.092 -0.718
H -2.46147 3.01655 -8.32641 0.362 -0.032 0.032 0.377
C -0.34664 3.43858 -8.47878 0.252 -0.462 0.169 -0.499
H -0.47817 4.34800 -9.05309 -0.067 -0.031 0.081 0.405
C 0.93778 3.01193 -8.13363 -0.485 0.188 -0.332 -0.878
H 1.81147 3.58404 -8.40196 0.050 0.182 -0.110 0.416
C 1.09427 1.84403 -7.41381 0.171 0.451 0.148 -0.654
H 2.09544 1.56736 -7.04409 -0.359 0.062 -0.535 0.527
H 3.49146 2.65215 -4.71253 -0.153 -0.030 -1.090 -0.257
Cl 3.08422 1.88777 -2.25934 0.516 0.524 0.741 -0.393
N 2.67690 0.67540 2.54657 0.588 0.081 0.505 -0.019
C 1.82052 1.75544 2.76260 -0.878 -0.435 0.455 0.237
C 1.53209 2.46337 3.94030 -0.667 1.031 -0.215 -0.707
C 0.37599 3.28676 3.93924 0.471 -0.628 -0.513 -0.510
C -0.47736 3.30838 2.80086 0.184 -0.067 -0.708 -0.428
C -0.21232 2.55506 1.64018 -0.021 0.271 0.184 -0.747
C 0.93993 1.76249 1.65587 0.910 -1.120 0.564 0.288
N 1.30337 0.69728 0.83756 0.994 -0.743 -0.637 0.648
C 2.34190 0.04072 1.39568 -2.673 2.634 -0.612 0.172
C 2.87781 -1.19675 0.88608 0.695 -1.044 -0.386 -0.420
C 3.89333 -1.92995 1.47886 -1.160 0.768 -0.665 -0.487
S 4.12956 -3.36373 0.59913 -0.147 -0.088 -0.387 -0.190
C 2.88848 -2.89840 -0.54362 0.144 1.270 1.233 -0.165
N 2.32259 -1.74496 -0.26393 1.407 -0.892 0.152 0.381
H 3.42189 0.38463 3.15412 -0.048 0.107 0.135 0.182
H 2.17171 2.40774 4.81836 -0.118 -0.021 -0.151 0.365
H 0.09899 3.90505 4.81515 0.353 -0.590 -0.607 0.347
H -1.37016 3.94566 2.80044 0.407 -0.292 0.142 0.367
H -0.85016 2.50875 0.73055 0.335 0.194 0.931 0.307
H 4.43492 -1.60703 2.35580 0.142 -0.435 -0.073 0.374
H 2.65534 -3.51921 -1.39947 -0.061 0.092 0.101 0.323
```
Positions in Å, forces in eV/Å.